[1]
107
Properties=species:S:1:pos:R:3 method="wB97M-V/def2-TZVPD" de_lowest_kcal_mol=0.0 gap_ev=7.7 fmax_ev_per_a=1.25 homo_energy_ev=-8.2106 energy_ev=-92038.691 e_lumo_ev=-0.52 smiles="Cc1ccc(C(C)C)c(OCc2nc3cc(P(C)O)c(C[C@H](C)OCc4ccccc4)c(P(O)(O)=S)c3nc2CCO)c1.CNC(C)=O.CNC(C)=O"
S -2.62640 -2.47003 -0.76843
P -2.07352 -0.90837 0.25884
P -0.96780 2.66491 -4.06361
O -2.10597 3.75794 -3.54604
O -3.27427 0.02497 0.71273
O 5.11653 -3.84746 4.21775
O 4.11417 -3.22465 1.51411
O -1.42297 -1.35747 1.64249
O 5.11263 1.70201 -0.17531
O -5.01413 1.64705 -1.19516
O -5.27251 -7.27855 1.26942
N -3.08076 -7.71035 1.07171
N 0.94557 -0.51030 0.63969
N 2.62867 1.11119 -0.91247
N 4.41651 -5.93667 4.60400
C -1.47965 0.89823 -1.75652
C -8.17426 1.11713 -3.89418
C 0.76199 1.70919 -2.25447
C 4.53418 0.57372 0.43459
C 3.91545 3.13135 1.39507
C 4.67244 2.92578 0.24681
C -2.93210 0.91991 -2.11120
C -3.07205 2.94575 -0.49317
C 5.15843 3.04356 -2.89179
C 2.64363 4.62129 2.99451
C 3.49498 -4.11330 5.95989
C 3.49695 4.40080 1.77617
C 5.84280 3.88410 -1.82313
C -6.02189 2.62824 -1.14486
C 1.29640 0.99629 -1.16911
C 5.03105 4.02257 -0.54811
C 2.22005 -0.40256 0.89231
C -3.73728 2.14960 -1.59638
C -7.16896 2.31029 -2.06476
C -1.68317 -7.39741 0.84327
C -9.47112 2.75961 -2.70046
C -9.37247 1.79873 -3.70592
C -1.96908 1.54917 -5.12498
C -0.95463 0.15887 -0.70152
C 3.65481 -6.98651 5.25549
C 2.72918 -1.24641 2.01495
C -7.07472 1.36538 -3.07835
C 0.44229 0.21449 -0.39605
C 7.24828 3.29606 -1.49709
C 3.06136 0.43918 0.11000
C -3.86000 -5.40350 0.78749
C 2.78405 -2.73992 1.57464
C 4.40624 -4.60775 4.86172
C -8.36878 3.00512 -1.89201
C -4.14587 -6.86053 1.06296
C 3.85290 5.49427 0.99273
C -0.57301 1.66821 -2.56680
C 4.60945 5.28779 -0.15249
H -2.29486 3.57759 -0.91059
H 7.29172 2.23263 -1.69504
H -1.55312 -6.33827 0.64849
H -3.02066 1.81708 -5.02238
H 2.40044 -2.82674 0.56613
H -3.33190 -8.66733 1.26111
H 1.67981 5.00341 2.66335
H -1.69026 4.61460 -3.66745
H -6.15151 0.82913 -3.22477
H 4.33264 -7.71675 5.69959
H 5.74317 3.12153 -3.80983
H 4.57381 -2.98557 2.32662
H -4.04457 -0.55626 0.80629
H -10.23415 1.60297 -4.32438
H 2.20749 -3.36482 2.25715
H 2.07350 -1.15038 2.87309
H 3.76291 -4.56466 6.91544
H 6.01498 4.88573 -2.20546
H 7.98059 3.79334 -2.13081
H -3.40358 -5.27898 -0.19273
H -3.45749 0.05167 -1.73902
H -3.19520 -4.99291 1.54797
H -1.30905 -7.95882 -0.01476
H 3.60463 -3.03633 6.03947
H 3.52783 6.48522 1.26572
H 5.05214 -0.30160 0.05037
H 5.12547 1.99702 -2.62635
H 3.02234 -6.57769 6.03542
H 4.16204 3.40823 -3.12303
H -6.38340 2.71073 -0.11961
H 7.49823 3.52089 -0.46645
H 4.71389 0.60336 1.50608
H -3.79061 3.60682 -0.01505
H 1.43954 2.29510 -2.85653
H -5.64051 3.61771 -1.40478
H -10.39100 3.29467 -2.53823
H -8.12806 0.38657 -4.68729
H 5.04275 -6.19518 3.85731
H -3.91260 2.79433 -2.45321
H 3.61829 2.29402 2.00778
H -1.84241 0.49930 -4.88789
H 4.86963 6.13082 -0.77504
H -4.79508 -4.85357 0.80780
H 3.08249 5.34913 3.66767
H -3.05123 0.90582 -3.18607
H -2.67711 2.30641 0.28492
H -1.24914 -2.30275 1.54641
H 3.73988 -0.98593 2.29811
H 2.43792 3.69391 3.52072
H 3.02623 -7.49688 4.52438
H -1.69269 1.76549 -6.14948
H 2.45420 -4.34583 5.73133
H -1.09060 -7.66983 1.71926
H -8.44127 3.75074 -1.11065


[2]
110
Properties=species:S:1:pos:R:3 method="wB97M-V/def2-TZVPD" de_lowest_kcal_mol=10.2 gap_ev=8.4 fmax_ev_per_a=1.31 homo_energy_ev=-9.8533 energy_ev=-68412.039 charge=+1 e_lumo_ev=-1.50
O 0.00298 -3.60126 -0.13118
O 3.25919 -1.20451 1.00673
O -3.57295 3.87353 2.25742
O 3.97636 1.11149 2.44426
O 2.81893 3.61314 1.46571
N 1.58375 1.16726 0.83311
N -2.06164 -0.30519 -0.87734
N -2.17624 1.45790 1.97059
N -0.52956 -2.07617 2.91257
N -1.25431 -1.32644 -1.10932
N -2.38060 -0.80466 2.18105
N -0.07068 -1.95174 -4.55432
N -1.35453 0.74016 -0.67726
N -2.58775 -3.05038 2.57166
N -0.27560 0.23640 2.46149
N -2.04689 -4.31226 0.46006
N 1.49929 -1.04152 3.16180
C 2.51376 5.85837 2.26430
C 0.79756 2.66060 -3.27602
C 2.14825 1.36459 -1.56125
C -1.99962 -0.98062 -3.98053
C 2.24083 -2.26503 2.97959
C -1.45893 2.70880 1.99567
C 0.18984 -0.97048 2.83290
C -2.28247 3.73574 2.78844
C -1.77307 -2.64056 -1.37204
C -1.60643 0.27731 2.20861
C -1.73350 1.00338 -5.62909
C -1.29274 -3.15383 -2.74793
C 1.02505 1.41530 -0.52651
C 1.65332 1.42506 -3.01443
C -1.80648 -1.94898 2.53799
C -0.04800 0.41658 -0.77771
C 0.03097 -0.92978 -1.06602
C 2.98601 6.95792 2.25296
C 4.85229 0.53112 1.49169
C -2.01961 -4.33581 2.89652
C 4.58621 -0.97017 1.45367
C 0.67128 -0.33202 -6.31331
C -3.75710 -3.12395 1.72733
C -1.17820 -2.04517 -3.74531
C -4.26908 2.64807 2.29992
C 2.85273 1.40172 -3.95823
C 2.67532 -2.40142 1.50738
C 4.16972 3.49865 1.88073
C -1.48898 -5.01070 1.60796
C -0.18027 -0.83819 -5.34044
C -1.38734 -0.18778 -4.99169
C 4.36158 2.38436 2.91904
C -3.53934 1.56963 1.49618
C 2.01500 4.49368 2.25224
C 0.30180 0.84453 -6.92957
C -0.88292 1.50421 -6.58834
C -3.47817 -4.14665 0.59290
C -1.20918 -3.55780 -0.27218
H -2.64896 1.51385 -5.37240
H -0.31364 -3.62546 -2.62605
H 0.78216 0.92417 1.54652
H 0.93708 1.26701 -7.69367
H 1.32749 3.56583 -2.98773
H 3.36510 -3.24295 1.38772
H 5.89674 0.69870 1.78027
H -2.33768 3.41863 3.84192
H -4.62238 -3.43832 2.31745
H -0.14211 2.60836 -2.73256
H 1.79372 -2.57865 0.88760
H 3.47309 0.52623 -3.77869
H -3.93579 -2.12390 1.33111
H -1.13187 2.42357 -7.09692
H 5.29745 -1.45055 0.76976
H -3.94115 -3.83525 -0.34052
H -1.81938 4.72292 2.73406
H 4.72984 -1.37782 2.45757
H 5.40967 2.37797 3.24251
H -2.85631 -2.52915 -1.35435
H -1.21476 -4.18483 3.61336
H -3.51201 1.84237 0.43589
H -1.99271 -3.91997 -3.09178
H 1.59365 -3.10210 3.23701
H -1.32962 3.06474 0.96624
H 3.09923 -2.25136 3.65370
H -4.38165 2.31936 3.34422
H 1.04087 0.54040 -3.21382
H -0.40386 -4.93328 1.54260
H -5.25358 2.84110 1.87358
H 2.21535 0.34398 0.81789
H -1.78019 -6.06271 1.56381
H 2.70948 0.43642 -1.42360
H 0.65534 -2.64463 -4.62459
H 3.46307 2.29156 -3.82172
H -4.02273 0.60243 1.61203
H 2.12145 1.99632 1.15217
H 4.68736 0.96242 0.49587
H 3.35881 7.93902 2.25307
H 2.04055 -0.19293 3.06979
H -0.49355 2.55794 2.47730
H 1.93528 4.12697 3.28647
H 0.56204 2.72139 -4.33495
H 2.51185 1.37408 -4.98911
H 1.02597 4.47128 1.78436
H 0.56301 2.40547 -0.51799
H 2.82256 2.20558 -1.38249
H -3.88532 -5.12670 0.85527
H 3.72644 2.56461 3.79009
H 0.85153 -1.59437 -1.22213
H 1.58427 -0.84443 -6.57856
H -2.93002 -0.76827 -3.49249
H -2.80775 -4.93779 3.35530
H 4.74278 3.27584 0.97689
H 4.52541 4.44815 2.29131